1.
The following is a DFT calculation (wB97M-V/def2-TZVPD) of 21 unconnected molecules or ions with the total composition C42H126O42 in a non-equilibrium geometry.

```
210
Properties=species:S:1:pos:R:3
C 13.312 11.853 4.956
C 13.879 12.164 3.596
O 12.950 12.698 2.696
O 12.691 10.557 5.124
H 12.581 12.650 5.093
H 13.991 11.740 5.801
H 14.259 11.216 3.216
H 14.776 12.781 3.559
H 12.118 12.256 2.878
H 13.391 10.001 5.475
C 7.618 15.213 1.869
C 8.854 14.321 2.230
O 10.026 15.025 2.053
O 6.354 14.507 2.265
H 7.523 15.376 0.795
H 7.534 16.137 2.440
H 9.025 13.415 1.650
H 8.879 14.020 3.278
H 10.171 15.619 2.793
H 6.499 13.671 1.815
C 10.858 9.175 2.705
C 10.246 10.579 2.176
O 10.370 11.566 3.185
O 10.020 8.632 3.758
H 11.866 9.366 3.072
H 10.970 8.508 1.850
H 9.223 10.352 1.878
H 10.859 11.017 1.388
H 10.070 11.201 4.020
H 10.189 9.165 4.538
C 5.002 11.269 1.929
C 5.542 9.894 2.219
O 4.901 9.052 1.413
O 5.568 11.964 0.882
H 5.299 11.792 2.838
H 3.930 11.297 1.733
H 5.421 9.550 3.246
H 6.609 9.895 1.995
H 3.953 9.201 1.438
H 5.425 11.291 0.214
C 8.614 12.641 -1.623
C 10.059 13.013 -1.249
O 10.928 11.934 -1.586
O 8.032 13.875 -1.568
H 8.113 11.923 -0.973
H 8.520 12.230 -2.628
H 10.012 13.104 -0.163
H 10.340 13.902 -1.814
H 11.720 12.348 -1.235
H 8.017 14.087 -2.504
C 0.040 11.023 5.474
C 1.127 12.033 5.004
O 2.003 11.489 4.032
O -0.494 11.240 6.724
H 0.678 10.171 5.706
H -0.766 10.794 4.776
H 1.631 12.475 5.863
H 0.662 12.941 4.622
H 2.650 12.117 3.702
H -0.341 12.165 6.933
C 14.694 20.814 5.053
C 13.855 19.573 4.814
O 13.235 19.713 3.534
O 15.660 21.100 3.954
H 15.067 20.736 6.075
H 14.196 21.782 4.988
H 13.067 19.563 5.567
H 14.321 18.622 5.072
H 12.911 18.835 3.319
H 15.324 21.754 3.337
C 1.275 12.549 -0.939
C 1.363 11.805 0.360
O 0.631 10.627 0.370
O -0.025 12.661 -1.482
H 1.825 12.029 -1.723
H 1.670 13.561 -0.858
H 0.948 12.385 1.185
H 2.356 11.366 0.457
H 1.088 10.042 -0.238
H -0.548 11.902 -1.215
C 7.877 14.153 6.315
C 6.579 14.530 5.693
O 5.920 15.462 6.486
O 7.608 13.456 7.500
H 8.579 14.967 6.496
H 8.370 13.381 5.724
H 5.916 13.669 5.616
H 6.798 14.905 4.693
H 5.136 15.780 6.032
H 6.652 13.372 7.500
C 2.921 15.167 3.679
C 3.652 16.495 3.849
O 3.679 17.015 5.191
O 3.851 14.027 3.662
H 2.387 15.257 2.733
H 2.187 15.013 4.470
H 3.194 17.326 3.313
H 4.623 16.306 3.392
H 4.197 17.822 5.135
H 4.610 14.299 3.140
C 11.800 16.757 4.829
C 10.640 17.717 4.501
O 9.833 17.190 3.493
O 12.829 16.682 3.838
H 11.528 15.785 5.243
H 12.201 17.139 5.768
H 10.842 18.759 4.251
H 9.954 17.823 5.342
H 9.117 17.819 3.380
H 12.549 16.324 2.993
C 8.388 10.214 6.211
C 8.281 9.330 7.506
O 6.936 9.000 7.581
O 9.671 10.364 5.769
H 8.121 11.254 6.394
H 7.806 9.877 5.353
H 8.566 9.958 8.351
H 9.011 8.553 7.278
H 6.892 8.157 8.038
H 10.237 10.555 6.520
C 8.248 17.255 10.020
C 8.104 17.935 8.677
O 8.452 17.018 7.607
O 8.192 18.100 11.128
H 9.211 16.748 10.088
H 7.584 16.391 10.031
H 8.943 18.630 8.634
H 7.249 18.602 8.571
H 7.710 16.431 7.442
H 8.300 17.674 11.981
C 9.405 17.889 -0.736
C 8.902 19.295 -0.931
O 7.385 19.441 -1.245
O 9.339 17.062 -1.924
H 8.835 17.244 -0.067
H 10.464 17.739 -0.527
H 9.632 19.797 -1.566
H 9.059 19.753 0.045
H 7.119 18.679 -1.765
H 9.289 16.130 -1.700
C 11.084 22.404 3.666
C 10.884 22.077 2.138
O 10.191 20.855 1.913
O 9.965 22.923 4.390
H 11.929 23.012 3.987
H 11.262 21.551 4.321
H 11.874 21.969 1.696
H 10.301 22.792 1.558
H 10.762 20.147 2.219
H 9.915 22.402 5.195
C 15.693 17.629 2.075
C 16.678 16.486 1.846
O 16.068 15.352 2.449
O 16.246 18.737 1.400
H 15.468 17.878 3.112
H 14.687 17.487 1.681
H 17.701 16.595 2.204
H 16.886 16.273 0.797
H 15.123 15.491 2.541
H 15.988 19.409 2.036
C 8.045 20.041 4.709
C 6.874 19.123 5.112
O 5.580 19.295 4.615
O 8.293 19.815 3.311
H 8.928 19.771 5.289
H 7.854 21.111 4.796
H 6.798 19.083 6.198
H 7.025 18.124 4.702
H 5.235 20.190 4.660
H 9.037 20.331 2.989
C 13.901 15.755 -0.911
C 12.754 15.028 -0.140
O 12.155 15.875 0.824
O 14.628 14.920 -1.753
H 14.661 16.257 -0.313
H 13.508 16.478 -1.626
H 13.245 14.183 0.343
H 12.019 14.559 -0.794
H 11.423 15.461 1.286
H 15.422 15.383 -2.030
C 11.883 15.879 8.867
C 11.936 14.464 8.350
O 13.017 13.767 8.867
O 13.068 16.538 8.593
H 11.688 15.954 9.937
H 11.167 16.466 8.291
H 11.827 14.403 7.267
H 11.088 13.844 8.642
H 13.775 14.242 8.518
H 13.608 16.161 9.292
C 8.930 8.108 -0.991
C 9.615 8.156 -2.384
O 9.797 6.913 -3.114
O 7.552 8.022 -1.052
H 9.364 8.954 -0.457
H 9.133 7.167 -0.480
H 10.602 8.584 -2.212
H 8.996 8.876 -2.920
H 8.956 6.685 -3.517
H 7.184 7.166 -1.285
C 3.308 16.014 -2.522
C 4.492 14.958 -2.432
O 4.161 13.938 -3.391
O 3.193 16.770 -3.721
H 3.324 16.756 -1.723
H 2.403 15.436 -2.336
H 4.528 14.537 -1.427
H 5.494 15.376 -2.531
H 3.207 13.841 -3.444
H 3.951 17.355 -3.788
```

LUMO energy (eV): 0.0
ΔE to the lowest compared entry with this formula, charge and spin (kcal/mol): 231.6
Highest occupied orbital energy (eV): -9.729
2S+1: 1

---

2.
The following is a DFT calculation (wB97M-V/def2-TZVPD) of a molecular structure, C42H28F5IrN3O2Sb.

```
82
Properties=species:S:1:pos:R:3
Ir -1.347 -0.073 0.506
F -0.098 0.259 5.763
C -0.921 -0.216 4.832
C -0.665 0.094 3.503
C -1.506 -0.387 2.508
C -2.628 -1.164 2.878
C -2.821 -1.457 4.225
F -3.863 -2.204 4.608
C -1.984 -0.999 5.220
C -3.555 -1.524 1.801
C -4.703 -2.304 1.910
C -5.493 -2.525 0.797
C -5.136 -1.973 -0.426
C -3.986 -1.225 -0.485
N -3.219 -1.004 0.594
H 0.207 0.697 3.296
H -2.163 -1.243 6.258
H -4.970 -2.734 2.860
H -6.386 -3.130 0.884
H -5.729 -2.123 -1.316
H -3.653 -0.784 -1.415
O 1.666 -4.403 -5.075
C 1.566 -3.082 -5.270
O 2.122 -2.557 -6.187
C 0.755 -2.263 -4.285
C 0.739 -0.892 -4.507
C 0.069 -0.044 -3.645
C -0.595 -0.574 -2.545
C -0.567 -1.941 -2.302
C 0.093 -2.784 -3.179
N -1.290 0.259 -1.623
C -1.905 1.309 -1.990
C -2.525 2.109 -0.941
C -3.219 3.276 -1.173
C -3.789 3.955 -0.105
C -3.651 3.431 1.169
C -2.938 2.257 1.349
N -2.384 1.619 0.314
H 1.180 -4.718 -4.306
H 1.279 -0.508 -5.363
H 0.101 1.029 -3.800
H -1.078 -2.347 -1.433
H 0.084 -3.846 -2.965
H -1.979 1.609 -3.033
H -3.309 3.642 -2.189
H -4.337 4.874 -0.267
H -4.085 3.918 2.031
H -2.796 1.813 2.323
F 4.712 1.517 5.517
C 3.975 1.279 4.434
C 4.013 0.019 3.868
C 3.242 -0.228 2.742
C 2.452 0.786 2.208
C 2.442 2.054 2.789
C 3.208 2.307 3.915
Sb 1.314 0.476 0.476
C 2.142 -1.251 -0.392
C 1.946 -2.483 0.235
C 2.466 -3.642 -0.319
C 3.175 -3.543 -1.503
F 3.663 -4.657 -2.048
C 3.386 -2.336 -2.146
C 2.856 -1.183 -1.586
C 1.927 2.100 -0.706
C 3.290 2.352 -0.870
C 3.718 3.426 -1.633
C 2.767 4.247 -2.213
F 3.169 5.282 -2.945
C 1.409 4.040 -2.048
C 0.996 2.957 -1.287
H 4.642 -0.745 4.305
H 3.277 -1.209 2.284
H 1.849 2.856 2.365
H 3.225 3.279 4.388
H 1.395 -2.554 1.168
H 2.342 -4.607 0.153
H 3.956 -2.312 -3.067
H 3.013 -0.235 -2.086
H 4.029 1.713 -0.400
H 4.769 3.640 -1.777
H 0.709 4.730 -2.500
H -0.061 2.804 -1.120
```

LUMO energy (eV): -7.3
ΔE to the lowest compared entry with this formula, charge and spin (kcal/mol): 0.0
Highest occupied orbital energy (eV): -14.016
Net charge: +2
2S+1: 1